Entry 1:
{
  "formula": "C2H14N2O3",
  "method": "wB97M-V/def2-TZVPD",
  "elements": ["N", "C", "C", "N", "H", "H", "H", "H", "H", "H", "H", "H", "O", "H", "H", "O", "H", "H", "O", "H", "H"],
  "coordinates": [[-0.37689, 1.54815, 0.92367], [-0.60654, 1.45652, -0.55560], [0.22428, 0.33278, -1.11892], [-0.08714, 0.07395, -2.52087], [-1.12090, 0.98361, 1.33785], [-0.53372, 2.49613, 1.23581], [-0.40074, 2.45691, -0.95291], [-1.66360, 1.32569, -0.81142], [1.27846, 0.57097, -1.04590], [0.04826, -0.54774, -0.50036], [0.64337, 0.27434, -3.18233], [-0.98995, 0.37348, -2.80978], [-2.02086, -2.05165, -0.00918], [-2.94534, -1.79621, 0.08866], [-2.05561, -2.86222, -0.53114], [1.58565, -2.71113, 1.13764], [1.78654, -2.33604, 2.00037], [1.08174, -2.03598, 0.67396], [2.06357, 0.39955, 2.20915], [2.73115, 1.03610, 2.50034], [1.35827, 1.01280, 1.93097]],
  "lowdin_charge": [-0.0115, -0.2678, -0.2919, 0.0030, 0.0800, 0.0674, 0.1098, 0.1026, 0.1150, 0.0698, 0.0592, 0.0449, -0.0538, 0.0356, 0.0455, -0.0629, 0.0228, -0.0015, -0.0856, 0.0318, -0.0124],
  "homo_lumo_gap_ev": 9.520,
  "smiles": "NCCN.O.O.O",
  "homo_ha": -0.3277,
  "e_tot_ha": -419.807820,
  "relative_energy_ev": 0.874,
  "total_charge": 0
}

---

Entry 2:
{
  "formula": "C2H14N2O4",
  "method": "wB97M-V/def2-TZVPD",
  "elements": ["H", "N", "C", "N", "C", "H", "H", "H", "H", "H", "O", "H", "H", "O", "H", "H", "O", "H", "H", "O", "H", "H"],
  "coordinates": [[0.14330, -3.03787, -0.27010], [0.34330, -2.03228, -0.42338], [1.19345, -1.51245, -1.17092], [1.15151, -0.12382, -1.17635], [2.03374, 0.52212, -2.26624], [1.94565, -2.08731, -1.66300], [0.26501, 0.39601, -0.78128], [1.82014, 1.52150, -2.66194], [2.96968, 0.72533, -1.72050], [2.12036, -0.11709, -3.15322], [0.83985, 1.22846, 2.08726], [0.74788, 0.50318, 1.34884], [1.57431, 1.70044, 1.88339], [-2.65264, -0.76862, 1.38875], [-1.77102, -0.70388, 1.00374], [-3.21737, -1.45421, 0.96058], [-1.85324, 2.07342, -1.79865], [-2.55570, 2.39114, -1.25156], [-1.47106, 1.57567, -1.05416], [-0.97443, -0.29063, 3.88762], [-1.22302, 0.52779, 3.37066], [-1.42969, -1.03689, 3.46046]],
  "lowdin_charge": [0.0632, 0.0537, -0.3520, -0.0742, -0.0775, 0.1175, 0.1387, 0.0705, 0.0707, 0.0709, -0.0521, 0.0721, -0.0352, -0.0796, 0.0012, 0.0658, -0.0476, 0.0230, 0.0148, -0.1017, 0.0430, 0.0148],
  "homo_lumo_gap_ev": 9.733,
  "smiles": "[H]/N=C/NC.O.O.O.O",
  "homo_ha": -0.3439,
  "e_tot_ha": -494.989858,
  "relative_energy_ev": 2.505,
  "total_charge": 0
}

---

Entry 3:
{
  "formula": "C2H14N3O3",
  "method": "wB97M-V/def2-TZVPD",
  "elements": ["C", "N", "C", "N", "N", "H", "H", "H", "H", "H", "H", "H", "H", "H", "H", "O", "H", "H", "O", "H", "H", "O"],
  "coordinates": [[-1.77581, 0.62069, 0.69601], [-0.36747, 0.24703, 0.74900], [0.08970, -0.63587, 1.62479], [1.18486, -1.31970, 1.30478], [-0.40477, -0.70811, 2.86396], [-2.06339, 0.67346, -0.35401], [-2.04101, 1.60030, 1.09461], [-2.41641, -0.14204, 1.13834], [0.12432, 0.39648, -0.12740], [1.46519, -1.37365, 0.32599], [1.81414, -1.69283, 1.98441], [-0.03909, -1.41205, 3.47896], [-1.31934, -0.31041, 3.01329], [-0.92201, -1.37841, -3.60028], [-0.43450, 0.02866, -3.93260], [-0.62439, -0.55641, -3.19217], [0.69489, 3.05103, -0.70041], [0.16215, 2.50922, -2.02489], [0.20512, 2.30770, -1.08035], [0.92909, -0.87736, -1.96384], [2.10001, 0.13854, -1.80909], [1.54278, -0.47506, -1.32524]],
  "lowdin_charge": [-0.0507, 0.0438, -0.4456, 0.2029, 0.2145, 0.0903, 0.0948, 0.0907, 0.0855, 0.0905, 0.1251, 0.1288, 0.1181, 0.0649, 0.0594, -0.0436, 0.0677, 0.0590, -0.0410, 0.0360, 0.0704, -0.0616],
  "homo_lumo_gap_ev": 11.134,
  "homo_ha": -0.5067,
  "e_tot_ha": -474.410848,
  "relative_energy_ev": 0.244,
  "total_charge": 1
}

---

Entry 4:
{
  "formula": "C2H14N3O3",
  "method": "wB97M-V/def2-TZVPD",
  "elements": ["C", "N", "C", "N", "N", "H", "H", "H", "H", "H", "H", "H", "H", "H", "H", "O", "H", "H", "O", "H", "H", "O"],
  "coordinates": [[0.42438, 0.99448, 2.29433], [0.66213, 0.71551, 0.87256], [1.56074, -0.16862, 0.43982], [1.27872, -0.88902, -0.63166], [2.71422, -0.40014, 1.08981], [0.47163, 2.05970, 2.48832], [1.21065, 0.53071, 2.89247], [-0.46906, 0.45371, 2.60344], [-0.09702, 0.89097, 0.21148], [0.38010, -0.81951, -1.08820], [1.90066, -1.58143, -1.01798], [3.62546, -0.60827, 0.71856], [2.82864, 0.17969, 1.90682], [-2.62386, -0.98440, -1.11293], [-2.51015, -2.39500, -0.48829], [-2.17775, -1.50524, -0.45267], [-1.62293, 1.14452, -1.36261], [-2.37090, 1.04658, 0.01007], [-1.72882, 1.55427, -0.47436], [-1.50510, -0.79500, -2.91246], [-0.85944, 0.54316, -3.37950], [-1.09229, 0.03334, -2.60703]],
  "lowdin_charge": [-0.0148, 0.0494, -0.4324, 0.2204, 0.1962, 0.0988, 0.0785, 0.1021, 0.0946, 0.0845, 0.1367, 0.1334, 0.1053, 0.0149, 0.0507, -0.0305, 0.0085, 0.0386, -0.0545, 0.0852, 0.0808, -0.0463],
  "homo_lumo_gap_ev": 11.090,
  "homo_ha": -0.5133,
  "e_tot_ha": -474.394253,
  "relative_energy_ev": 0.696,
  "total_charge": 1
}

---

Entry 5:
{
  "formula": "C2H14NO3",
  "method": "wB97M-V/def2-TZVPD",
  "elements": ["C", "C", "N", "H", "H", "H", "H", "H", "H", "H", "H", "H", "H", "O", "H", "H", "O", "H", "H", "O"],
  "coordinates": [[0.26986, -0.05931, 1.90990], [-0.05981, 1.23035, 1.18310], [1.27472, 1.86714, 0.70487], [-0.61907, -0.41884, 2.49495], [0.41985, -0.89073, 1.14843], [1.00524, -0.00079, 2.74732], [-0.66372, 1.11303, 0.23988], [-0.59772, 2.11797, 1.76966], [2.16913, 1.46658, 1.18316], [1.22734, 2.97342, 0.85384], [1.35101, 1.76409, -0.36563], [-0.29502, -2.24497, -2.86111], [-0.43919, -1.17947, -3.94786], [-0.32850, -1.29339, -3.06240], [0.52761, 1.43812, -2.25694], [0.68896, -0.11168, -1.94058], [1.01167, 0.81196, -1.68946], [-2.26642, -2.53017, 1.37019], [-2.48714, -3.45490, 0.06461], [-2.18881, -2.59842, 0.45406]],
  "lowdin_charge": [-0.1672, -0.3419, -0.0453, 0.0655, 0.0853, 0.0704, 0.0963, 0.1037, 0.0842, 0.0193, 0.0464, 0.0745, -0.0058, -0.0217, 0.0500, 0.0489, -0.1576, -0.0111, 0.0611, -0.0551],
  "homo_lumo_gap_ev": [3.088, 11.825],
  "homo_ha": [-0.1054, -0.4290],
  "spin_multiplicity": 2,
  "e_tot_ha": -364.908657,
  "relative_energy_ev": 1.007,
  "total_charge": 0
}

---

Entry 6:
{
  "formula": "C2H14NO3S2",
  "method": "wB97M-V/def2-TZVPD",
  "elements": ["N", "C", "C", "S", "S", "H", "H", "H", "H", "H", "H", "H", "H", "H", "H", "O", "H", "H", "O", "H", "H", "O"],
  "coordinates": [[1.48623, -0.58834, -0.22332], [1.25904, 0.87374, -0.21811], [2.32298, 1.73341, 0.44599], [3.07550, 0.97187, 1.92800], [1.85936, 1.42069, 3.49044], [1.04307, -0.94327, -1.09953], [1.06099, -1.04791, 0.61289], [2.49425, -0.87548, -0.29365], [0.28621, 1.06688, 0.22363], [1.14748, 1.25832, -1.19419], [3.16963, 1.73557, -0.23339], [2.17540, 2.80876, 0.53176], [2.21137, 2.66843, 3.86841], [-2.46769, -2.03430, 0.59668], [-3.16843, -0.97830, -0.30896], [-2.36918, -1.54061, -0.22213], [-5.31178, -0.52939, -0.71483], [-4.89280, 0.75717, -0.05210], [-4.55609, 0.03929, -0.58444], [-0.85827, -2.39207, -1.66909], [0.08487, -2.41420, -2.86916], [-0.05212, -1.99024, -2.01488]],
  "lowdin_charge": [0.0717, -0.3139, -0.5716, 0.2999, 0.2299, 0.0749, 0.0784, 0.0529, 0.1122, 0.0928, 0.0474, 0.0799, -0.2001, 0.0287, -0.0149, -0.1082, 0.0581, 0.0591, -0.0350, 0.0216, 0.0512, -0.1151],
  "homo_lumo_gap_ev": [2.971, 9.209],
  "homo_ha": [-0.1018, -0.3322],
  "spin_multiplicity": 2,
  "e_tot_ha": -1161.318236,
  "relative_energy_ev": 0.000,
  "total_charge": 0
}